No. 1
DFT (ωB97M-V/def2-TZVPD) results for C18H16IMnNO3S2Se2Te2 as an isolated structure in a non-equilibrium geometry.

Last column: Löwdin spin population.
Geometry (Å):
Mn 0.0250 -0.4678 1.4396  2.14
Se -0.3297 0.6763 3.3306  0.01
Te -0.0302 -0.7697 5.3676  0.05
Te -2.0412 -2.4223 4.5091  0.37
Se -1.0680 -2.3818 2.1619  0.34
S -1.8673 0.4235 0.5376  0.00
C -2.6261 1.8030 1.3345  0.01
C -4.0165 1.8735 1.3266  0.00
C -4.6515 2.8971 1.9989  0.00
C -3.9125 3.8512 2.6837  0.01
C -2.5287 3.8121 2.6472  0.00
C -1.8821 2.8058 1.9521  0.01
H -4.5774 1.1131 0.8079  0.00
H -5.7288 2.9402 2.0103  0.00
H -4.4224 4.6214 3.2394  0.00
H -1.9512 4.5619 3.1640  0.00
H -0.7990 2.8125 1.8707  0.00
I 2.7888 1.9030 2.2605  0.00
C 3.0932 -0.1654 2.1011  0.00
C 4.3845 -0.5952 1.8484  0.00
C 4.6379 -1.9528 1.8043  0.00
C 3.5923 -2.8306 2.0512  0.00
C 2.3378 -2.3073 2.2847  0.01
N 2.0736 -0.9970 2.2861  0.00
H 5.1624 0.1303 1.6712  0.00
H 5.6316 -2.3139 1.5889  0.00
H 3.7324 -3.8997 2.0531  0.00
H 1.4983 -2.9664 2.4915  0.02
C -0.8583 -0.7920 -6.2581  0.00
C -0.3016 -0.6600 -4.8745  0.00
C 0.6956 -1.5397 -4.4562  0.00
C 1.1788 -1.4925 -3.1630  0.00
C 0.6741 -0.5525 -2.2832  0.00
C -0.3023 0.3383 -2.6779  0.00
C -0.7872 0.2823 -3.9751  0.00
S 1.2743 -0.6771 -0.6169  0.00
O 2.6663 -1.0298 -0.6557  0.00
O 1.0187 0.5656 0.1481  0.01
O 0.4280 -1.7014 0.0348  0.02
H -0.0853 -1.1144 -6.9534  0.00
H -1.3014 0.1346 -6.6127  0.00
H -1.6395 -1.5535 -6.2502  0.00
H 1.0961 -2.2641 -5.1506  0.00
H 1.9524 -2.1613 -2.8157  0.00
H -0.6848 1.0754 -1.9855  0.00
H -1.5500 0.9862 -4.2787  0.00

E_tot, eV: -232928.2652
Charge: 0
LUMO (spin up / spin down), eV: -0.80 / -2.71
2S+1: 4
Expectation value of S²: 3.868
Energy relative to the best compared isomer or geometry (same formula, charge and spin), kcal per mole: 30.4
Highest occupied orbital energy (spin up / spin down), eV: -7.45 / -7.32

***

No. 2
DFT (ωB97M-V/def2-TZVPD) results for a single C14H17N molecule in a non-equilibrium geometry.

Last column: Mulliken charge in e.
Geometry (Å):
C 3.8623 -0.2230 0.2232  -1.58
C 2.4391 -0.4544 -0.1020  0.93
N 1.5229 -0.1163 0.6983  -0.60
C 0.2164 -0.3046 0.1847  0.73
C -0.8958 -0.5174 1.1369  0.34
C -1.9240 -1.3664 0.5894  -0.58
C -3.1431 -1.5482 1.3213  -0.98
C -3.2502 -0.8626 2.5553  -0.34
C -2.2979 0.0709 2.9330  -0.52
C -1.1709 0.3805 2.1523  -0.71
C 0.4190 -0.7261 -1.2563  -0.63
C 1.9383 -0.9876 -1.4003  -1.01
C -0.0174 0.7428 -1.2551  1.34
C 0.9480 1.8618 -1.5882  -1.83
C -1.3981 1.1642 -1.6614  -1.76
H 4.0065 0.5330 0.8615  0.46
H 4.1832 0.1590 -0.6865  0.40
H 4.4504 -1.0796 0.6621  0.27
H -1.7655 -1.9046 -0.2255  0.67
H -3.8128 -2.2528 1.0637  0.52
H -4.0876 -1.0671 3.1577  0.43
H -2.4491 0.6051 3.9075  0.28
H -0.6227 1.2236 2.4288  0.52
H -0.2943 -1.3822 -1.7002  0.52
H 2.3226 -0.4278 -2.2648  0.34
H 2.3741 -1.9976 -1.5881  0.35
H 0.5799 2.3240 -2.4322  0.58
H 2.0509 1.6156 -1.6442  0.28
H 0.9140 2.5497 -0.8005  0.37
H -1.3445 1.3798 -2.7646  0.40
H -1.5463 2.0590 -1.1332  0.45
H -2.2074 0.5495 -1.3726  0.36

E_tot, eV: -16280.8602
Charge: 0
LUMO, eV: 0.83
Energy relative to the best compared isomer or geometry (same formula, charge and spin), kcal per mole: 89.4
Highest occupied orbital energy, eV: -7.59
SMILES: CC1=N[C@]2(c3ccccc3)[C@H](C1)C2(C)C

***

No. 3
DFT (ωB97M-V/def2-TZVPD) results for a single C22H25F3N4O3 molecule.

Last column: Mulliken charge in e.
Geometry (Å):
O -0.5308 -2.3433 1.4404  -0.65
C -1.2829 -2.1542 0.5021  0.24
C -2.6026 -1.4132 0.6476  -0.75
C -2.5149 -0.0465 -0.1012  0.90
C -3.3016 -0.2072 -1.3943  0.09
O -2.9296 -0.9885 -2.2569  -0.79
N -4.4492 0.4726 -1.5100  -0.09
C -4.9489 1.4500 -0.5712  -0.76
C -4.3590 1.1779 0.8098  -0.55
N -2.9233 1.1177 0.6516  0.25
C -2.1579 1.3574 1.8644  -1.17
C -0.6841 1.4598 1.5755  0.74
C 0.2473 0.7323 2.3053  -0.86
C 1.6026 0.8686 2.0538  -0.86
C 2.0506 1.7202 1.0592  -0.73
C 1.1187 2.4199 0.3062  0.43
C 1.5456 3.3287 -0.8097  0.92
F 2.8573 3.3023 -1.0593  -0.28
F 0.9248 3.0296 -1.9668  -0.26
F 1.2343 4.6186 -0.5564  -0.29
C -0.2394 2.3024 0.5655  -0.29
N -1.0332 -2.5549 -0.7576  -0.02
C 0.2367 -3.1291 -1.1319  -0.98
C 1.1053 -2.1485 -1.9264  -0.73
C 1.1985 -0.7784 -1.2350  0.25
O 2.4344 -0.1313 -1.4503  -0.47
C 3.5142 -0.5164 -0.7236  0.42
C 3.5371 -1.5062 0.2549  0.06
C 4.7302 -1.7512 0.9184  -0.62
C 5.8505 -1.0109 0.5855  -0.39
N 5.8348 -0.0666 -0.3439  -0.62
C 4.7087 0.1734 -0.9770  -0.36
H -2.7895 -1.2535 1.7088  0.43
H -3.4099 -2.0230 0.2391  0.34
H -1.4700 0.1164 -0.3891  -0.82
H -4.9392 0.3668 -2.3880  0.31
H -4.6603 2.4580 -0.8933  0.29
H -6.0401 1.3894 -0.5433  0.44
H -4.7815 0.2476 1.2234  0.34
H -4.6161 1.9994 1.4802  0.43
H -2.5017 2.3163 2.2683  0.52
H -2.3249 0.5924 2.6389  0.40
H -0.0859 0.0465 3.0691  0.31
H 2.3164 0.3015 2.6311  0.43
H 3.1048 1.8320 0.8593  0.64
H -0.9548 2.8579 -0.0221  0.43
H -1.6500 -2.2334 -1.5006  0.34
H 0.7331 -3.4110 -0.1992  0.42
H 0.0652 -4.0312 -1.7264  0.34
H 0.6963 -2.0204 -2.9290  0.35
H 2.1080 -2.5686 -2.0259  0.41
H 0.4604 -0.0917 -1.6581  0.43
H 1.0074 -0.8754 -0.1595  -0.24
H 2.6568 -2.0741 0.5123  0.42
H 4.7778 -2.5116 1.6829  0.41
H 6.8010 -1.1705 1.0755  0.38
H 4.7226 0.9552 -1.7231  0.47

E_tot, eV: -43476.8993
Charge: 0
LUMO, eV: 0.46
Energy relative to the best compared isomer or geometry (same formula, charge and spin), kcal per mole: 0.0
Highest occupied orbital energy, eV: -8.64
SMILES: O=C(C[C@H]1C(=O)NCCN1Cc1cccc(C(F)(F)F)c1)NCCCOc1cccnc1

***

No. 4
DFT (ωB97M-V/def2-TZVPD) results for a 2-piece molecular cluster, C3H9NO2 overall in a non-equilibrium geometry.

Last column: Mulliken charge in e.
Geometry (Å):
C 1.2550 2.2681 -1.1625  -0.89
C 1.2142 0.8992 -0.6648  0.69
O 1.6676 0.2841 0.2764  -0.52
O 0.4628 0.2460 -1.6534  -0.45
H 2.1245 2.8109 -0.4875  0.27
H 0.4018 2.8544 -1.4173  0.31
H 1.8516 2.3518 -2.1489  0.27
H -0.1721 -0.4047 -1.4931  0.30
C -1.9440 -2.3330 1.1658  -0.63
N -2.0272 -1.0640 1.9106  -0.44
H -1.0965 -2.2350 0.4478  0.16
H -2.8655 -2.6319 0.6710  0.25
H -1.4368 -3.0773 1.8487  0.31
H -2.4859 -0.3993 1.3403  0.18
H -2.3258 -1.0677 2.8492  0.18

E_tot, eV: -8840.6392
Charge: 0
LUMO, eV: 0.71
Energy relative to the best compared isomer or geometry (same formula, charge and spin), kcal per mole: 53.4
Highest occupied orbital energy, eV: -9.06
SMILES: CC(=O)O.CN